# 1
The following is a quantum chemistry calculation of a molecular structure, C11H22BrINO4, from OMol25.

Computed properties:
HOMO energy = -2.60 eV
total charge = -1

```
40
C11H22BrINO4 ωB97M-V/def2-TZVPD
C -2.7267 1.3784 2.5087
C -1.5304 0.7227 1.7937
O -0.7180 -0.0838 2.6446
C -1.0843 -1.4479 2.6362
C -0.2833 -2.3075 1.6316
C 1.2425 -1.9229 1.5905
C 1.3878 -0.9161 0.4046
C 2.7733 -0.2678 0.3124
O 2.8745 0.6837 -0.7618
C 2.0066 1.7182 -0.6125
O 1.8002 2.1469 0.4803
N 1.3000 2.2480 -1.7634
Br 0.8828 4.0701 -1.3597
C -0.0288 1.5950 -1.9076
O -0.2431 1.1580 -3.2575
C -1.1672 0.0873 -3.2654
C -0.4408 -1.2940 -3.1542
H -3.4174 0.6250 2.9192
H -3.2997 1.9254 1.7359
H -2.3472 2.0901 3.2527
H -1.8088 0.1184 0.9085
H -0.8787 1.5352 1.4188
H -2.1547 -1.5202 2.3397
H -1.0221 -1.9158 3.6331
H -0.6462 -2.1876 0.5953
H -0.3284 -3.3769 1.8987
H 1.5504 -1.3683 2.4900
H 1.8689 -2.8107 1.4031
H 1.1906 -1.4056 -0.5690
H 0.5780 -0.1844 0.5436
H 3.1251 0.1595 1.2662
H 3.4923 -1.0677 0.0552
H -0.1596 0.7177 -1.2473
H -0.8242 2.3225 -1.6813
H -1.8845 0.1393 -2.4204
H -1.7725 0.1389 -4.1841
H -0.5105 -1.7122 -2.1337
H -0.8695 -2.0066 -3.8776
H 0.6388 -1.1925 -3.3575
I 3.4345 3.4086 -2.9094
```

***

# 2
The following is a quantum chemistry calculation of 3 unconnected molecules or ions with the total composition C11H22FO2PS, from OMol25.

Computed properties:
relative energy (zero: lowest compared OMol25 entry of this formula, charge and spin) = 94.0 kcal/mol
HOMO energy = -7.72 eV
total charge = 0
SMILES string = C=CP(S)[C@H](F)CC.CC(C)=O.CC(C)=O

```
38
C11H22FO2PS ωB97M-V/def2-TZVPD
C -1.8644 4.0449 4.2081
C -0.4359 4.2088 3.8289
P 0.5578 3.1534 2.5903
S 0.3168 4.1937 0.6939
C -0.1866 1.4201 2.3080
F -1.4086 1.1187 3.0886
C 0.9888 0.2473 2.5015
C 0.5887 -1.1668 1.7360
H -2.7802 4.5147 3.6092
H -2.1250 3.4395 5.1984
H 0.1406 5.1217 4.3372
H 1.5328 4.0246 -0.0172
H -0.4859 1.3553 1.1548
H 1.9665 0.6411 1.9760
H 1.1460 -0.0226 3.6323
H 0.1042 -1.9179 2.5146
H -0.1813 -0.9755 0.8508
H 1.5357 -1.7305 1.2923
C 1.0628 0.0067 -3.6661
C 1.1858 0.1715 -2.1748
O 1.2171 -0.8030 -1.4251
C 1.2690 1.5748 -1.6365
H 1.0127 -1.0597 -3.9103
H 0.1483 0.4897 -4.0191
H 1.9366 0.4381 -4.1608
H 0.3636 2.1277 -1.8991
H 2.1518 2.0761 -2.0407
H 1.3544 1.5402 -0.5452
C 0.0061 -3.2879 -1.6166
C -0.9737 -3.8761 -2.5964
O -0.6973 -3.9825 -3.7902
C -2.3049 -4.3292 -2.0590
H 0.9226 -3.0054 -2.1454
H -0.4211 -2.3941 -1.1551
H 0.2571 -4.0279 -0.8526
H -2.8350 -3.4818 -1.6172
H -2.1569 -5.1156 -1.3147
H -2.9091 -4.7318 -2.8789
```

***

# 3
The following is a quantum chemistry calculation of a molecular structure, C11H22GdI2NO3P2, from OMol25.

Computed properties:
HOMO energy (spin up / spin down) = -13.10 / -15.18 eV
total charge = +2
2S+1 = 8
expectation value of S² = 16.107

```
42
C11H22GdI2NO3P2 ωB97M-V/def2-TZVPD
I 0.1608 -1.7228 -4.2631
I -0.2281 1.2566 -2.9610
Gd 0.0054 -0.1919 -0.3279
P -2.6591 -0.3880 -1.1303
C -3.6573 1.1090 -0.7514
C -3.2949 -0.8378 -2.7740
H -4.3868 -0.9381 -2.6690
H -4.5216 -1.6464 -0.3313
H -2.8411 -1.7852 -3.0908
H -3.0142 -2.5918 -0.2084
H -3.4005 1.9219 -1.4448
H -3.0764 -0.0678 -3.5181
C -3.4576 -1.6024 -0.0410
H -4.7126 0.8168 -0.8868
H -3.3191 -1.2948 1.0108
H -3.4483 1.3912 0.2927
P 2.6720 -0.2717 -1.1097
C 3.6277 1.2438 -0.7128
C 3.4940 -1.4785 -0.0273
H 2.9444 -1.6657 -3.0559
H 4.4403 -0.7304 -2.6461
H 3.0690 0.0564 -3.4852
C 3.3449 -0.6951 -2.7414
H 3.0737 -2.4765 -0.2079
H 4.5604 -1.4911 -0.3133
H 4.6909 0.9834 -0.8537
H 3.4105 1.5147 0.3326
H 3.3426 -1.1815 1.0275
H 3.3391 2.0468 -1.4060
C 0.0154 2.1785 -0.2660
O -0.0234 3.3234 -0.0925
O -2.3107 0.3199 2.2538
C -1.1687 0.3216 2.7089
C -0.7702 0.5522 4.1491
C 0.7358 0.5736 4.1538
C 1.1454 0.3569 2.7178
O 2.2958 0.3892 2.2662
N -0.0048 0.1380 1.9682
H -1.1950 1.5063 4.4530
H -1.1863 -0.2553 4.7575
H 1.1365 1.5361 4.4615
H 1.1721 -0.2233 4.7624
```

***

# 4
The following is a quantum chemistry calculation of a molecular structure, C11H22IrN3O4, from OMol25.

Computed properties:
relative energy (zero: lowest compared OMol25 entry of this formula, charge and spin) = 14.8 kcal/mol
HOMO energy (spin up / spin down) = -19.72 / -19.75 eV
total charge = +3
2S+1 = 2
expectation value of S² = 0.863

```
41
C11H22IrN3O4 ωB97M-V/def2-TZVPD
Ir -0.1003 -0.3669 -1.3839
C 4.2637 0.9123 -0.2702
N 3.1230 1.3863 0.5485
C 3.3458 2.4255 1.5782
C 1.9379 0.9261 0.3190
O 1.7226 0.0489 -0.5919
C 0.7342 1.3480 1.1419
O -0.4166 0.6448 0.6483
C -1.1098 -0.2126 1.5736
C -1.1634 -1.6176 1.0029
O -0.6924 -1.8034 -0.1935
N -1.6350 -2.6169 1.6674
C -1.5888 -4.0074 1.1654
C -2.2675 -2.4772 2.9929
H 5.1785 1.2742 0.1845
H 4.1734 1.3016 -1.2824
H 4.2648 -0.1742 -0.2950
H 4.4010 2.6729 1.5860
H 3.0708 2.0510 2.5637
H 2.7771 3.3235 1.3405
H 0.5573 2.4211 1.0580
H 0.9142 1.1086 2.1911
H -2.1119 0.1866 1.7392
H -0.5820 -0.2384 2.5276
H -1.0622 -4.0565 0.2213
H -2.6099 -4.3680 1.0556
H -1.0757 -4.6075 1.9147
H -2.3083 -1.4428 3.3178
H -1.7044 -3.0691 3.7122
H -3.2801 -2.8709 2.9228
N -0.8143 2.5820 -4.0621
C -0.9667 1.6444 -3.1845
O 0.0116 1.3353 -2.3953
C -2.2314 0.8611 -2.9771
C -1.8321 -0.4554 -2.3704
H 0.0691 3.0734 -4.1529
H -1.5673 2.8567 -4.6824
H -2.8082 0.7412 -3.9003
H -2.8863 1.4034 -2.2856
H -1.1142 -1.0845 -3.0209
H -2.6160 -1.0592 -1.9246
```

***

# 5
The following is a quantum chemistry calculation of a gas-phase ion, C11H22N3 (charge +1), from OMol25.

Computed properties:
relative energy (zero: lowest compared OMol25 entry of this formula, charge and spin) = 27.7 kcal/mol
HOMO energy = -12.22 eV
total charge = +1
SMILES string = C=C1N=C(C)[C@](C)(N)[C@@](C)([NH3+])C1(C)C

```
36
C11H22N3 ωB97M-V/def2-TZVPD
C 1.1097 -1.6594 0.2710
C -1.1972 -1.3369 -0.2103
C 1.9481 -2.5163 0.8698
C 1.4236 -0.3070 -0.2830
C -1.3578 0.1589 -0.2167
C 0.1981 0.7008 0.1658
C -2.3037 -2.2794 -0.6454
C 2.7971 0.2803 0.2957
C 1.5946 -0.3132 -1.8080
C -2.5049 0.5089 0.7532
C 0.3786 2.1753 -0.0875
N -0.2146 -2.1170 0.1338
N -1.6480 0.6834 -1.5474
N 0.2085 0.5512 1.6953
H 1.4669 -3.3626 1.4014
H 2.9987 -2.4320 1.1257
H -2.0258 -2.9475 -1.4626
H -3.2415 -1.7247 -0.9606
H -2.6803 -3.0232 0.0994
H 2.9735 1.2887 -0.1270
H 3.4720 -0.4272 0.0343
H 2.8540 0.3423 1.3690
H 0.7928 0.2800 -2.4079
H 1.5565 -1.3742 -2.0464
H 2.6040 0.1350 -2.0897
H -3.3427 0.2974 0.0728
H -2.4065 1.5893 0.9275
H -2.6692 0.0389 1.7572
H -0.7312 2.3897 -0.3089
H 0.8787 2.3951 -0.9546
H 0.8084 2.5766 0.7622
H -1.7749 -0.0129 -2.2741
H -2.4998 1.2489 -1.3857
H -0.6088 1.1219 2.0893
H 1.1659 0.7770 2.1377
H 0.1712 -0.4626 1.8187
```

***

# 6
The following is a quantum chemistry calculation of a single C11H22O3 molecule, from OMol25.

Computed properties:
relative energy (zero: lowest compared OMol25 entry of this formula, charge and spin) = 18.8 kcal/mol
HOMO energy = -9.98 eV
total charge = 0
SMILES string = CCCCCCCC(=O)OCCOC

```
36
C11H22O3 ωB97M-V/def2-TZVPD
C -1.6437 1.1707 4.1079
C -1.2440 -0.1424 4.7656
C -0.6066 -1.1264 3.7875
C 0.7992 -0.7122 3.3325
C 1.0992 -1.1226 1.8881
C 0.5706 -0.1108 0.8536
C -0.4915 -0.6898 -0.1150
C 0.1649 -1.0444 -1.4225
O 0.7313 -2.1282 -1.6075
O 0.1302 -0.0548 -2.3433
C 0.4950 -0.4431 -3.6719
C -0.0734 0.6129 -4.6083
O 0.7682 0.7461 -5.7339
C 0.9497 2.0834 -6.1386
H -2.0424 1.8547 4.8527
H -0.8032 1.6573 3.6201
H -2.4120 1.0131 3.3554
H -2.1460 -0.6050 5.1654
H -0.5822 0.0266 5.6121
H -1.2601 -1.2739 2.9272
H -0.5534 -2.0932 4.2858
H 0.9582 0.3509 3.4911
H 1.5088 -1.2388 3.9699
H 0.6150 -2.0807 1.7204
H 2.1700 -1.2454 1.7686
H 1.4188 0.2234 0.2597
H 0.1801 0.7836 1.3297
H -0.8758 -1.6210 0.2823
H -1.3100 0.0063 -0.2634
H 1.5730 -0.4969 -3.7911
H 0.0986 -1.4280 -3.8931
H -0.1524 1.5497 -4.0613
H -1.0611 0.2940 -4.9424
H 1.2851 2.7049 -5.3093
H 0.0324 2.4944 -6.5623
H 1.7096 2.0858 -6.9117
```

***

| no. | maximum force (eV/Å) | calculated total energy (a.u.) |
| --- | --- | --- |
| 1 | 3.47 | -3659.69720 |
| 2 | 3.23 | -1421.96101 |
| 3 | 3.35 | -2755.78072 |
| 4 | 2.01 | -1000.79317 |
| 5 | 4.84 | -596.26231 |
| 6 | 2.45 | -658.02446 |